No. 1
115
Properties=species:S:1:pos:R:3 method="wB97M-V/def2-TZVPD" orbital_gap_ev=2.5 total_charge=-2 homo_energy_ha=0.0042 de_lowest_kj_mol=632.44
C -0.33303 0.48194 -1.20729
C 0.89505 -0.19629 -1.95830
C 1.76173 0.90130 -2.78549
C 2.75713 1.63367 -1.94828
C 3.53749 0.58787 -1.18524
C 2.73507 -0.41864 -0.23075
N 1.73725 -1.08415 -1.07940
O 1.13321 -2.27118 -0.45001
C 2.11879 0.34358 1.03422
C 3.88372 -1.32580 0.23414
C 0.36949 -1.10656 -3.11263
H -0.07465 1.31827 -0.55774
H -0.91162 -0.14864 -0.53223
H -1.01187 0.85625 -1.97357
H 1.01801 1.58431 -3.19598
H 2.32769 0.46073 -3.60626
H 2.27305 2.33498 -1.26862
H 3.39347 2.13768 -2.67571
H 4.42001 0.99754 -0.69388
H 4.03589 -0.01340 -1.94560
H 1.66913 -0.25345 1.82761
H 1.66086 1.26418 0.67243
H 3.03444 0.78885 1.42334
H 4.22485 -1.96558 -0.57975
H 3.32882 -2.03299 0.85065
H 4.75900 -0.94491 0.76036
H -0.34928 -1.81404 -2.69917
H 1.09574 -1.62684 -3.73710
H -0.27397 -0.46426 -3.71389
C -8.29877 0.62143 0.73493
C -6.76335 0.78831 0.47140
C -6.54430 2.10493 -0.33571
C -6.49178 3.40578 0.47045
C -5.51573 3.24400 1.58829
C -5.72219 1.94568 2.42546
N -5.82698 0.71710 1.59264
O -5.81773 -0.52545 2.36302
C -6.85225 2.12793 3.51137
C -4.35594 1.86389 3.16592
C -6.45851 -0.33895 -0.59259
H -8.96653 0.55173 -0.12376
H -8.72597 1.54173 1.13324
H -8.49045 -0.23181 1.38558
H -7.28413 2.20680 -1.12968
H -5.60270 2.10110 -0.88479
H -7.44527 3.73688 0.88196
H -6.14793 4.13074 -0.26732
H -5.43716 4.11875 2.23384
H -4.57430 3.32057 1.04429
H -7.06497 1.30676 4.19586
H -7.75362 2.20081 2.90282
H -6.63235 3.06339 4.02580
H -4.23705 0.86166 3.57763
H -4.26042 2.63397 3.93139
H -3.55867 2.07657 2.45372
H -7.07270 -0.31938 -1.49286
H -6.60439 -1.29439 -0.08863
H -5.44760 -0.15612 -0.95693
O 0.89768 -2.27444 7.41634
H 0.88755 -2.61875 8.30941
H 0.84744 -1.32472 7.52470
O 7.64742 6.59772 -2.90375
H 7.48753 7.54115 -2.92821
H 7.09366 6.27886 -2.19106
O 1.09030 -7.46784 2.74963
H 1.81924 -6.86847 2.58949
H 1.40794 -8.05389 3.43657
O -0.87177 -6.70922 -3.48736
H -0.11421 -6.19581 -3.20675
H -0.86119 -6.65014 -4.44267
O -4.10534 -1.72670 -7.62736
H -3.21724 -1.95926 -7.89834
H -4.60566 -2.53699 -7.72394
O 9.54911 0.21767 3.69384
H 8.83083 0.44772 4.28323
H 9.69727 1.00886 3.17585
O 3.41034 -5.02456 -5.95057
H 2.81866 -4.58400 -6.56053
H 4.06459 -5.44250 -6.51049
O 3.06228 7.93785 -2.17844
H 3.47976 7.51784 -1.42643
H 3.56641 7.63423 -2.93336
O -3.28926 -4.29585 -0.11202
H -2.41464 -3.97204 -0.32749
H -3.62096 -4.65649 -0.93430
O 3.48417 -5.92260 -1.77460
H 2.97453 -5.30142 -1.25437
H 3.64857 -5.46637 -2.59986
O 7.74898 -4.99424 2.92554
H 7.75118 -5.45622 3.76387
H 7.59658 -4.07800 3.15683
O 7.03155 -7.25579 -0.57342
H 6.14781 -7.07187 -0.89186
H 7.15386 -6.65062 0.15805
O 0.89837 1.51432 7.67384
H 0.54867 1.76558 6.81895
H 0.67277 2.24497 8.24958
O 5.61629 5.62735 0.30182
H 5.27604 4.73621 0.38119
H 6.39791 5.63590 0.85430
O -1.21802 -3.07093 3.84317
H -0.62025 -2.53139 3.32572
H -0.70192 -3.33953 4.60326
O 0.66490 4.37489 4.88152
H 0.29373 4.66779 4.04924
H 1.61145 4.45398 4.76323
O 6.02961 -2.02505 -4.94998
H 5.97402 -2.90749 -5.31663
H 5.15736 -1.85821 -4.59276
O -4.64635 1.69799 -6.24325
H -4.75483 0.78924 -6.52365
H -3.81549 1.70496 -5.76801
O -0.59114 6.04059 1.22594
H -1.45231 5.70601 1.47629
H -0.69756 6.32087 0.31690

---

No. 2
118
Properties=species:S:1:pos:R:3 method="wB97M-V/def2-TZVPD" orbital_gap_ev=2.9 total_charge=-2 homo_energy_ha=-0.0103 de_lowest_kj_mol=193.27
C -11.72440 -25.67676 18.61755
C -12.71877 -26.17786 19.67969
C -13.30995 -24.87701 20.35138
C -14.43412 -24.24056 19.57501
C -15.55287 -25.24874 19.34221
C -15.09536 -26.47951 18.59798
N -13.81139 -26.97458 19.13221
O -13.38449 -28.31933 18.66306
C -15.02726 -26.24732 16.99798
C -16.27817 -27.62104 18.72399
C -11.94894 -26.90453 20.82687
H -11.46988 -26.56494 18.03922
H -10.76550 -25.33769 19.00950
H -12.25487 -24.94788 18.00482
H -12.60731 -24.05270 20.47351
H -13.71729 -25.10844 21.33556
H -14.03004 -23.85383 18.63946
H -14.81935 -23.29662 19.96059
H -16.19365 -24.60562 18.73897
H -16.08680 -25.42434 20.27612
H -16.01099 -26.21761 16.52949
H -14.47315 -27.06848 16.54327
H -14.47939 -25.34019 16.74292
H -16.07836 -28.50825 18.12313
H -17.30634 -27.30095 18.55515
H -16.20522 -28.11731 19.69172
H -11.37828 -27.72109 20.38453
H -12.53214 -27.26310 21.67505
H -11.22826 -26.22385 21.28008
C -16.48277 -18.11663 15.62211
C -15.64396 -19.40320 15.19673
C -14.44769 -19.45151 16.17500
C -13.67524 -20.77336 16.22175
C -14.74060 -21.83423 16.50268
C -15.87376 -21.93077 15.44108
N -16.52066 -20.59444 15.28594
O -17.59258 -20.54468 14.39856
C -16.86611 -22.88143 16.07193
C -15.44530 -22.59924 14.09555
C -14.99337 -19.18106 13.82340
H -15.91548 -17.19001 15.70961
H -17.00118 -18.32140 16.55881
H -17.36368 -17.98719 14.99334
H -14.93184 -19.25046 17.13066
H -13.75450 -18.62065 16.04365
H -12.98695 -20.80312 17.06641
H -13.05451 -20.92857 15.33930
H -15.23226 -21.67025 17.46157
H -14.22880 -22.79353 16.42582
H -16.36910 -23.85044 16.11786
H -17.82818 -22.96638 15.56666
H -17.14454 -22.61524 17.09160
H -15.09072 -23.59537 14.36032
H -14.65398 -22.02449 13.61434
H -16.27917 -22.82486 13.43082
H -14.41947 -20.04845 13.49725
H -14.28917 -18.35357 13.73706
H -15.75790 -19.03207 13.06091
O -12.04654 -19.60109 12.21548
H -12.80924 -19.39201 12.75473
H -12.28880 -20.40697 11.75930
O -17.30499 -21.17626 19.25560
H -17.97186 -21.84821 19.39698
H -17.62063 -20.68004 18.50036
O -16.86870 -15.97526 17.70925
H -16.65418 -15.20267 17.18645
H -16.40749 -16.69363 17.27629
O -10.66150 -18.11504 15.96129
H -11.24959 -17.38069 16.13772
H -10.75494 -18.27715 15.02256
O -18.77527 -20.29485 17.21527
H -18.15466 -20.61049 16.55843
H -19.25818 -19.59658 16.77317
O -15.60286 -19.11930 20.68547
H -16.07969 -19.37989 19.89746
H -15.22212 -19.93307 21.01571
O -19.26521 -18.22223 13.67120
H -18.52027 -18.62593 14.11655
H -19.99494 -18.32608 14.28188
O -18.58353 -25.63163 17.62405
H -17.76574 -25.96058 17.99721
H -18.79812 -24.86458 18.15491
O -15.65032 -18.51307 10.04911
H -15.24933 -19.18130 10.60491
H -15.08604 -18.47291 9.27697
O -17.25999 -23.77090 10.75946
H -17.61639 -23.58336 9.89110
H -17.48056 -22.99929 11.28117
O -14.73144 -20.81951 10.99847
H -13.97159 -21.20395 10.56135
H -14.80993 -21.30850 11.81760
O -12.37601 -16.03347 15.70516
H -11.86204 -15.22786 15.76047
H -13.17852 -15.77549 15.25168
O -12.25312 -15.87091 12.33932
H -12.33485 -16.82400 12.30531
H -12.95536 -15.59061 12.92629
O -10.40043 -22.28883 17.63187
H -10.93595 -23.08207 17.61732
H -11.03294 -21.57346 17.69834
O -19.34110 -24.90190 15.01531
H -18.87196 -25.18621 15.79972
H -19.94017 -24.22338 15.32668
O -18.61693 -21.66709 12.00310
H -18.66024 -20.80627 11.58675
H -18.39038 -21.48176 12.91445
O -20.50598 -22.68748 16.18761
H -20.58426 -21.75924 15.96745
H -19.72278 -22.73896 16.73549
O -18.53212 -18.99992 11.19038
H -17.69676 -18.57566 10.99442
H -18.82049 -18.59562 12.00868
O -17.35224 -25.40680 12.99324
H -17.88566 -25.06925 13.71279
H -17.44160 -24.75217 12.30064
O -12.74092 -18.02838 18.76142
H -12.72088 -17.78124 17.83689
H -11.81996 -18.12300 19.00456

---

No. 3
42
Properties=species:S:1:pos:R:3 method="wB97M-V/def2-TZVPD" orbital_gap_ev=4.1 total_charge=+1 homo_energy_ha=-0.4331 de_lowest_kj_mol=2.64
Tl -0.42065 -0.96127 3.04197
Cl 5.41505 3.70712 -0.30566
C 4.01971 2.97540 0.20956
C 4.06526 1.57696 0.52184
Cl 5.52147 0.71412 0.35784
C 2.91934 0.95774 0.90116
Cl 2.81644 -0.67747 1.21788
C 1.63950 1.73300 1.04271
O 0.63314 1.19510 1.38781
C 1.67548 3.19751 0.70393
Cl 0.22434 4.00902 0.81948
C 2.83293 3.77981 0.29713
Cl 2.88784 5.42549 -0.12481
O -3.92024 -0.51392 0.61552
C -2.72378 -0.38515 0.50670
O -1.81604 -0.94867 1.23502
C -2.20813 0.54708 -0.58647
C -3.13875 1.34729 -1.24305
C -2.71323 2.24126 -2.20798
C -1.38686 2.39696 -2.54757
C -0.48437 1.58316 -1.88471
C -0.87339 0.64448 -0.93623
N 0.93561 1.79145 -2.14325
O 1.27725 2.58979 -2.97617
O 1.74980 1.16674 -1.44637
N -3.71027 3.09780 -2.89354
O -3.28888 3.85830 -3.73989
O -4.86824 2.95828 -2.57916
H -4.18434 1.25595 -0.98236
H -1.07966 3.12249 -3.28496
H -0.15694 -0.01941 -0.47792
Br 0.80227 -6.99753 3.68179
C 0.24565 -5.68283 2.45646
C -0.26202 -6.02921 1.21602
C -0.65401 -5.01275 0.36174
C -0.53004 -3.69722 0.77511
N -0.03695 -3.37037 1.97081
C 0.34066 -4.34500 2.79757
H -0.35233 -7.06845 0.93114
H -1.06575 -5.23646 -0.61222
H -0.85920 -2.87263 0.15738
H 0.73229 -4.05392 3.76573

---

No. 4
40
Properties=species:S:1:pos:R:3 method="wB97M-V/def2-TZVPD" orbital_gap_ev="7.7 / 8.0" total_charge=0 homo_energy_ha="-0.3157 / -0.3376" spin_multiplicity=4 de_lowest_kj_mol=18.85
V -1.33893 -0.07149 -1.19049
O -0.56696 -3.67190 -4.88656
C -0.39417 -3.07877 -3.69854
C -0.77343 -3.66226 -2.49199
C -0.61199 -2.93728 -1.33568
N -0.06706 -1.70935 -1.31300
C 0.39068 -1.19158 -2.47558
Br -3.40058 -0.90488 -2.17720
C 0.22480 -1.83332 -3.68757
H -1.03055 -4.50838 -4.78388
H -1.22633 -4.64394 -2.45463
H -0.94025 -3.32091 -0.37906
H 0.58611 -1.39710 -4.60804
Cl -0.54630 1.52432 -3.63292
C 0.99694 1.25615 -2.89453
C 1.30025 -0.00150 -2.37374
C 2.55829 -0.19130 -1.79196
Cl 3.02129 -1.75784 -1.24782
C 3.46785 0.85785 -1.69082
Cl 4.99641 0.61073 -0.96032
C 3.13144 2.11341 -2.19762
Cl 4.24254 3.40849 -2.07468
C 1.89622 2.31485 -2.81072
Cl 1.48954 3.85105 -3.44518
O -1.68159 4.65352 3.10892
S -2.29384 3.36584 2.97182
O -2.59365 2.60353 4.14844
N -1.41622 2.43909 1.91039
C -2.11021 2.20208 0.84665
O -1.67400 1.53720 -0.16321
C -3.49244 2.76832 0.79986
C -4.45795 2.64561 -0.18228
C -5.68101 3.26872 0.03624
C -5.92200 3.98774 1.20294
C -4.95054 4.10193 2.19233
C -3.74544 3.47597 1.95786
H -4.26169 2.06900 -1.07715
H -6.46123 3.19097 -0.70943
H -6.88579 4.46032 1.34140
H -5.13491 4.65380 3.10362

---

No. 5
37
Properties=species:S:1:pos:R:3 method="wB97M-V/def2-TZVPD" orbital_gap_ev=7.4 total_charge=0 homo_energy_ha=-0.3073 de_lowest_kj_mol=0.00
Na 0.66751 0.96433 -0.00572
Br 4.39644 -0.97169 0.03091
C 4.50335 0.94095 0.01560
C 5.76809 1.50044 0.01812
C 5.83211 2.88536 0.00786
C 4.65571 3.61313 -0.00409
C 3.43988 2.94218 -0.00578
N 3.36967 1.60143 0.00406
C 2.12744 3.76626 -0.01643
O 2.27354 4.98581 -0.03287
O 1.06930 3.09452 -0.01989
H 6.65100 0.87992 0.02790
H 6.79392 3.38133 0.00955
H 4.62897 4.69247 -0.01186
S -5.66170 -3.86208 0.01389
N -5.55623 -2.25044 0.00777
C -4.26697 -1.95256 0.00356
C -3.70702 -0.61445 0.00421
C -4.49711 0.53640 0.00829
C -3.88079 1.76525 0.00844
C -2.48484 1.80785 0.00434
N -1.72826 0.72259 0.00028
C -2.31605 -0.47727 0.00022
C -1.43129 -1.66765 -0.00435
N -0.10534 -1.45981 -0.00802
C 0.68952 -2.51699 -0.01242
C 0.23018 -3.83503 -0.01324
C -1.12573 -4.05567 -0.00947
C -1.98094 -2.95324 -0.00489
C -3.42653 -3.08903 -0.00090
N -4.09016 -4.23443 -0.00022
H -5.57442 0.43763 0.01138
H -4.44992 2.68310 0.01159
H -1.95462 2.75386 0.00421
H 1.75102 -2.30850 -0.01533
H 0.93561 -4.65323 -0.01683
H -1.54535 -5.05274 -0.00984

---

No. 6
38
Properties=species:S:1:pos:R:3 method="wB97M-V/def2-TZVPD" orbital_gap_ev="4.7 / 4.8" total_charge=+2 homo_energy_ha="-0.5450 / -0.5449"
Os -0.62067 0.41214 -0.45681
S -1.39634 -0.69208 1.27676
C -2.20533 -2.09361 0.62221
C -2.90545 -2.94582 1.45033
C -3.58235 -4.03524 0.89657
C -4.33072 -4.89809 1.75584
N -4.93778 -5.57353 2.46121
C -3.54682 -4.28315 -0.50095
C -2.83056 -3.44878 -1.32731
C -2.15876 -2.33923 -0.77225
S -1.27623 -1.30170 -1.77252
C -4.25041 -5.40782 -1.05241
N -4.80925 -6.30823 -1.49369
H -2.93724 -2.78375 2.52026
H -2.79452 -3.63750 -2.39261
I 0.35908 1.76593 -6.19284
C 1.04347 1.73317 -4.24753
C 2.30979 2.20092 -3.90737
C 2.73549 2.11645 -2.58873
C 1.89477 1.57957 -1.64441
N 0.65993 1.13680 -1.96418
C 0.24630 1.21183 -3.25039
H 2.95623 2.62377 -4.66550
H 3.71276 2.47077 -2.29303
H 2.19817 1.48563 -0.60960
H -0.75069 0.85390 -3.47134
Br 2.46464 4.48084 0.30605
C 2.37037 3.30708 1.77369
C 3.47692 3.19536 2.60448
C 3.44118 2.35423 3.70774
C 2.30507 1.61485 4.00000
C 1.18725 1.71574 3.18652
C 1.24210 2.55861 2.08559
I -0.51157 2.74416 0.94048
H 4.36295 3.77453 2.38323
H 4.31110 2.28534 4.34712
H 2.27808 0.96611 4.86471
H 0.28902 1.16079 3.42064